The following is a quantum chemistry calculation of a 15-piece molecular cluster, C6H39NO14 overall in a non-equilibrium geometry, from OMol25.

Its multiplicity is 1. As for the HOMO energy: -8.90 eV. The value obtained for the energy relative to the best compared isomer or geometry (same formula, charge and spin) is 643.5 kJ/mol.

Last column: Mulliken charge in e.
Cartesian coordinates (Å):
O 1.55 -2.12 -1.54  -0.607
O 1.81 3.58 -0.03  -0.618
O -1.96 2.11 -2.40  -0.629
O -2.12 -2.72 -0.46  -0.812
O -1.03 2.96 1.10  -0.798
O 1.94 -1.53 2.27  -0.795
O -3.19 -0.54 -2.49  -0.700
O -0.03 -1.28 -4.35  -0.607
O 2.69 0.67 0.94  -0.849
O 1.13 1.48 2.90  -0.673
O 2.68 -3.71 0.92  -0.693
O 1.33 -0.58 4.58  -0.763
O -0.53 -3.79 -2.60  -0.638
O -1.48 4.40 -0.95  -0.726
N 0.70 1.11 -0.97  0.608
C -1.24 -1.43 3.19  -1.714
C 1.33 1.36 -2.27  -1.019
C -0.66 -0.20 0.51  -0.235
C -1.70 -0.02 1.33  0.251
C -1.98 -0.46 2.64  -0.121
C -0.55 0.41 -0.89  -0.988
H -0.58 -2.08 -4.46  0.301
H -1.39 3.94 -0.18  0.543
H -0.19 3.29 1.47  0.254
H 0.60 2.01 -2.96  0.170
H -2.60 0.58 0.97  0.395
H 1.78 2.10 3.15  0.273
H 0.31 -4.07 -2.18  0.266
H -2.73 2.69 -2.63  0.285
H 2.93 -3.11 0.17  0.311
H -0.67 -2.16 2.85  0.583
H -2.47 -2.02 -1.03  0.382
H 0.40 -0.82 4.53  0.387
H 1.38 -2.19 -2.54  0.294
H 2.18 -2.47 1.98  0.297
H 2.02 0.34 0.26  0.281
H -2.66 0.22 3.22  0.305
H -0.44 -0.41 -1.80  0.282
H 2.20 0.84 1.73  0.542
H -1.18 -3.75 -1.79  0.389
H 2.03 2.60 0.02  0.315
H -1.40 -2.36 0.08  0.426
H 1.12 0.67 3.49  0.378
H 0.22 -0.80 0.82  0.609
H -0.76 -0.62 -4.53  0.294
H 0.60 2.04 -0.38  0.056
H -1.41 -1.49 4.28  0.487
H 2.19 -0.96 1.56  0.269
H 1.85 -1.23 -1.44  0.242
H -1.56 1.10 -0.92  0.259
H -0.56 4.72 -1.09  0.285
H 2.07 -4.38 0.57  0.320
H 2.34 1.76 -2.00  0.357
H 1.54 -1.11 3.85  0.496
H 1.46 0.46 -2.92  0.268
H -3.80 0.08 -2.84  0.247
H -1.43 2.78 -1.85  0.300
H -1.35 2.48 1.87  0.303
H -2.58 -0.01 -1.98  0.387
H 2.23 4.08 -0.69  0.289